[1]
{"formula": "C6H12O2", "method": "ωB97M-V with the def2-TZVPD basis set", "elements": ["O", "C", "C", "C", "H", "H", "H", "H", "H", "H", "O", "C", "C", "C", "H", "H", "H", "H", "H", "H"], "coordinates": [[-3.16905, -15.47054, 1.99842], [-2.58807, -14.37450, 1.84165], [-2.96286, -13.16418, 2.72288], [-1.60479, -14.11548, 0.69783], [-2.57709, -12.31162, 2.13898], [-2.47643, -13.16144, 3.71283], [-4.04869, -13.03132, 2.86406], [-0.81786, -14.88830, 0.70662], [-1.12661, -13.12544, 0.78613], [-2.13566, -14.16490, -0.26775], [3.39928, -12.97856, -4.17303], [3.45430, -14.07568, -3.66054], [3.73492, -15.33320, -4.45770], [3.54730, -14.26852, -2.13092], [4.79572, -15.46436, -4.72993], [3.13671, -15.29140, -5.38344], [3.41190, -16.20845, -3.86931], [4.22373, -15.11685, -1.93247], [2.55373, -14.50602, -1.71498], [3.94073, -13.37664, -1.61480]], "forces_ev_per_angstrom": [[1.8568, 2.6841, -0.5567], [-2.2210, -2.0598, 0.7076], [0.4983, 0.3571, -0.8266], [0.2744, -0.1259, 0.3001], [-0.3060, 0.0906, 0.6548], [-0.0931, -0.2193, -0.4523], [0.4722, -0.4342, -0.1176], [-0.3941, 0.2224, -0.0820], [-0.2165, -0.4560, -0.0463], [0.1324, -0.0569, 0.4163], [-0.5009, -0.6334, 0.2294], [1.7840, 0.5837, 0.6267], [-1.0939, -0.4889, -0.3573], [-0.0965, 0.0500, -0.1461], [-0.3702, 0.3450, 0.2907], [0.3743, -0.0785, 0.2497], [0.2144, 0.2025, -0.3368], [-0.3525, 0.2755, 0.0201], [0.3349, 0.0005, -0.1353], [-0.2970, -0.2587, -0.4385]], "lowdin_charge": [0.022, -0.441, -0.030, -0.035, 0.063, 0.087, 0.086, 0.085, 0.071, 0.092, 0.062, -0.488, -0.040, -0.032, 0.095, 0.086, 0.077, 0.076, 0.082, 0.082], "e_above_lowest_kcal_mol": 32.1, "total_charge": 0, "homo_energy_ev": -9.733, "lumo_energy_ev": 0.621, "homo_lumo_gap_ha": 0.381, "smiles": "CC(C)=O.CC(C)=O"}

=====

[2]
{"formula": "C6H12O2", "method": "ωB97M-V with the def2-TZVPD basis set", "elements": ["C", "C", "C", "C", "C", "C", "O", "O", "H", "H", "H", "H", "H", "H", "H", "H", "H", "H", "H", "H"], "coordinates": [[-0.86165, -2.10260, 0.34872], [-0.88702, -0.84563, 0.74287], [2.46853, 1.00506, 0.97059], [-2.02583, -0.00865, -1.26833], [2.67932, 1.15302, -0.48153], [-0.92241, 0.38145, -0.24405], [2.41559, 0.10187, -1.10747], [-1.28276, 1.53520, 0.55083], [-0.86619, -2.36031, -0.72714], [-1.12659, -3.01507, 0.92192], [3.46662, 1.17699, 1.36663], [1.95286, 1.74388, 1.40938], [2.22060, 0.06306, 1.37168], [-2.91120, -0.40607, -0.82905], [-2.37028, 0.86038, -1.83583], [-1.63204, -0.86488, -1.89516], [-0.75295, -0.59471, 1.79237], [0.03987, 0.54392, -0.73844], [2.20069, -0.65329, -0.54211], [-1.80515, 2.28638, 0.19410]], "forces_ev_per_angstrom": [[-1.0825, -1.6025, -1.1950], [1.2274, 1.4776, -0.0934], [3.1562, -1.1549, -1.0465], [1.3011, -0.0530, -0.7983], [-0.0894, 2.6163, 1.1517], [-1.9179, -0.8387, 0.5077], [0.0826, -2.0995, -2.1500], [0.1899, -0.0522, 0.5080], [0.0112, 0.3513, 0.5475], [0.8812, 0.9780, 0.2983], [0.5192, 0.1612, 0.1160], [-2.2694, 2.8083, 1.2657], [-0.8986, -1.6922, 0.2081], [-0.5313, -0.2343, 0.9160], [0.4700, -0.1749, -0.4394], [-0.4225, 1.3748, 0.2134], [-0.5607, 0.0949, -0.0031], [-0.2542, 0.0799, 0.0576], [-0.4451, -0.6877, 0.4710], [0.6328, -1.3524, -0.5353]], "lowdin_charge": [-0.022, -0.129, -0.118, -0.059, -0.186, -0.378, 0.023, -0.077, 0.057, 0.069, 0.086, 0.034, 0.058, 0.066, 0.076, 0.089, 0.102, 0.105, 0.098, 0.105], "e_above_lowest_kcal_mol": 124.7, "total_charge": 0, "homo_energy_ev": -8.302, "lumo_energy_ev": 0.816, "homo_lumo_gap_ha": 0.335}

=====

[3]
{"formula": "C6H12O2", "method": "ωB97M-V with the def2-TZVPD basis set", "elements": ["C", "C", "C", "O", "O", "H", "H", "H", "H", "H", "H", "C", "C", "C", "H", "H", "H", "H", "H", "H"], "coordinates": [[1.74321, -0.03434, -1.62392], [0.56149, 0.48700, -0.86903], [-0.45708, 1.14279, -1.40099], [-0.66337, -1.87525, -0.50291], [-1.96893, -1.37538, -0.72623], [-2.50543, -1.86974, -0.09044], [1.90697, -1.09131, -1.41768], [1.59963, 0.10305, -2.69199], [2.64856, 0.49489, -1.32788], [-1.27886, 1.51892, -0.81650], [-0.51964, 1.28736, -2.46788], [0.78097, 0.44483, 0.81971], [-0.41685, 0.69509, 1.65846], [-0.97209, -0.21911, 2.44376], [-0.82974, 1.69539, 1.61491], [1.51057, 1.24658, 0.95526], [-0.05840, -0.97095, -0.26870], [1.29213, -0.47933, 1.09906], [-1.82623, 0.00571, 3.06290], [-0.54692, -1.20619, 2.55007]], "forces_ev_per_angstrom": [[-0.1035, 0.0697, 0.0666], [0.7836, 0.9216, 2.6091], [0.0467, -0.1347, 0.0867], [2.2301, 1.8577, 0.9984], [-0.2779, 0.3482, -0.2597], [0.3004, 0.0468, 0.1099], [-0.0056, -0.1112, -0.0545], [0.0105, -0.0655, -0.1094], [0.0782, 0.0563, 0.0426], [-0.0888, 0.0534, 0.1730], [-0.0111, -0.0618, -0.1972], [0.2440, 0.3271, -2.4225], [-0.2206, -0.1869, -0.0232], [0.2046, 0.2700, 0.1155], [-0.1295, 0.0335, -0.0280], [0.0452, 0.0076, 0.0306], [-2.8686, -3.2496, -0.9204], [-0.1225, -0.0898, -0.0903], [-0.1332, 0.0759, 0.0163], [0.0180, -0.1683, -0.1434]], "lowdin_charge": [-0.067, -0.372, 0.051, -0.167, -0.104, 0.087, 0.084, 0.083, 0.083, 0.066, 0.074, -0.145, -0.207, 0.011, 0.102, 0.111, 0.082, 0.111, 0.054, 0.064], "e_above_lowest_kcal_mol": 133.5, "total_charge": 0, "homo_energy_ev": -9.570, "lumo_energy_ev": 0.955, "homo_lumo_gap_ha": 0.387, "smiles": "C=CCC(=C)C.OO"}

=====

[4]
{"formula": "C6H12O2S", "method": "ωB97M-V with the def2-TZVPD basis set", "elements": ["C", "C", "C", "C", "C", "C", "O", "O", "S", "H", "H", "H", "H", "H", "H", "H", "H", "H", "H", "H", "H"], "coordinates": [[-1.35609, 0.86910, 0.58057], [-0.39213, 1.70357, 0.90734], [-2.36856, 1.01956, -0.56916], [-1.56950, -0.36992, 1.56414], [0.57075, 2.52234, 1.27215], [2.22443, -2.53251, -1.67802], [2.54832, -1.21035, 0.61949], [1.19573, -0.13740, -1.24903], [2.64851, -0.95349, -0.78705], [-3.35608, 1.17606, -0.21869], [-2.03218, 1.75095, -1.18159], [-2.26180, 0.13502, -1.25761], [-2.44958, -0.16066, 2.10578], [-1.66134, -1.33511, 1.12307], [-0.79879, -0.17477, 2.23695], [0.70534, 0.33343, -0.60555], [1.66715, 2.32884, 0.93382], [0.31772, 3.23965, 2.01459], [1.30442, -2.82205, -1.30681], [2.01736, -2.11776, -2.80641], [3.04633, -3.26448, -1.69798]], "forces_ev_per_angstrom": [[-0.8004, -1.3694, 0.5573], [-0.0950, 0.0429, -0.6169], [1.9292, -2.9462, 0.8928], [-0.0212, 2.7982, -1.7782], [1.2535, -1.7843, -1.0117], [1.1475, 2.9859, -3.5188], [0.0375, -0.4745, 1.7046], [2.2083, -2.1443, -2.1539], [-1.4418, 0.6736, -1.8246], [-0.9367, -0.0008, 0.2372], [0.6067, 2.8898, -1.7508], [-0.5767, 0.3463, 0.9894], [-1.3827, 0.1324, 0.5642], [0.4286, -0.6002, -0.4682], [1.5100, -0.8953, 1.3198], [-0.5429, 0.7183, 1.9380], [-2.1151, 0.6348, 0.6341], [0.2655, 0.7644, 0.4147], [-1.6995, -1.0218, 0.9334], [0.6247, -1.1757, 2.6225], [-0.3996, 0.4258, 0.3150]], "lowdin_charge": [-0.294, -0.118, -0.038, -0.016, 0.016, -0.228, -0.492, -0.328, 0.856, 0.067, 0.030, 0.101, 0.056, 0.068, 0.048, -0.028, 0.099, 0.040, 0.003, 0.107, 0.051], "e_above_lowest_kcal_mol": 101.0, "total_charge": 0, "homo_energy_ev": -9.327, "lumo_energy_ev": 0.875, "homo_lumo_gap_ha": 0.375}

=====

[5]
{"formula": "C6H12O3", "method": "ωB97M-V with the def2-TZVPD basis set", "elements": ["C", "C", "C", "C", "C", "C", "O", "O", "O", "H", "H", "H", "H", "H", "H", "H", "H", "H", "H", "H", "H"], "coordinates": [[-0.79332, -0.20686, -0.27639], [0.50866, -0.93640, -0.48302], [1.71423, -0.22698, -1.00382], [0.01533, 1.94919, 1.04021], [-0.40728, 0.51713, 1.08714], [-0.59865, -0.16515, 2.20827], [-1.80657, -1.09159, -0.22464], [-0.95797, 0.73934, -1.32967], [-0.13962, -2.19882, -1.58142], [-1.33664, -1.91218, -1.07781], [-1.89861, 0.95167, -1.31950], [-0.20938, -1.75973, -2.44150], [0.71159, -1.65585, 0.30598], [1.44246, 0.51939, -1.74533], [2.25064, 0.24805, -0.18091], [2.37707, -0.96465, -1.45365], [1.07441, 2.08442, 1.26091], [-0.54337, 2.56281, 1.74976], [-0.11655, 2.48261, 0.10147], [-0.89653, -1.20465, 2.18598], [-0.38988, 0.26825, 3.17796]], "forces_ev_per_angstrom": [[1.1415, 0.5756, 1.2464], [-0.9422, -2.2798, -1.7213], [-0.1597, -0.4496, -0.5578], [0.2997, 0.9577, 0.1271], [-1.7537, -0.1436, -0.7748], [0.4745, -0.0052, 0.0428], [0.2766, -1.4190, -1.2730], [0.0913, -0.0576, 0.0096], [0.8467, 1.6245, 0.7217], [-0.1223, 1.7285, 2.0279], [-0.0197, -0.0617, -0.0559], [0.1956, -0.0182, -0.0561], [-0.1202, 0.2540, -0.0146], [0.0097, 0.0740, 0.0065], [-0.1284, -0.0272, 0.0506], [0.1602, 0.0625, 0.0224], [0.1067, -0.1437, 0.2445], [0.0741, -0.2247, 0.2761], [-0.2102, -0.5511, -0.3119], [-0.2244, 0.0398, -0.0536], [0.0044, 0.0648, 0.0434]], "lowdin_charge": [-0.652, -0.097, -0.022, -0.060, -0.258, 0.071, -0.072, 0.005, -0.079, 0.168, 0.114, 0.082, 0.144, 0.090, 0.097, 0.091, 0.078, 0.083, 0.074, 0.075, 0.070], "e_above_lowest_kcal_mol": 75.1, "total_charge": 0, "homo_energy_ev": -9.386, "lumo_energy_ev": 0.583, "homo_lumo_gap_ha": 0.366}

=====

[6]
{"formula": "C6H12O4", "method": "ωB97M-V with the def2-TZVPD basis set", "elements": ["C", "O", "C", "O", "O", "C", "H", "H", "H", "H", "H", "H", "C", "C", "O", "C", "H", "H", "H", "H", "H", "H"], "coordinates": [[-0.23484, -0.98360, 0.14649], [0.52096, -1.22914, -1.04028], [0.72464, -2.51038, -1.37195], [0.26408, -3.47155, -0.80214], [1.51225, -2.53739, -2.43596], [2.01908, -3.80951, -2.85363], [-0.87936, -1.82828, 0.37959], [-0.81874, -0.09881, -0.07729], [0.41403, -0.77304, 0.99491], [2.30397, -4.46369, -2.03586], [2.81152, -3.53418, -3.54043], [1.23829, -4.32097, -3.42010], [-0.42633, 4.11167, 1.78356], [-0.49951, 2.60542, 1.74827], [0.41678, 1.90133, 2.09741], [-1.83914, 1.98084, 1.32385], [-1.11463, 4.55554, 2.50455], [-0.66831, 4.47002, 0.78090], [0.56005, 4.44460, 2.10085], [-1.81433, 2.00694, 0.23377], [-2.62680, 2.53667, 1.82790], [-1.86366, 0.94752, 1.65561]], "forces_ev_per_angstrom": [[-0.2518, -0.0012, -0.0104], [0.2854, -0.3184, -0.1683], [-0.3795, -0.1725, 0.5362], [0.2692, 0.2194, -0.2005], [0.3386, 0.2125, 0.1580], [-0.8312, 0.0997, -0.6375], [-0.0155, 0.0175, -0.0617], [-0.0836, 0.0002, 0.0760], [0.1596, -0.0218, -0.1175], [0.2578, 0.2772, 0.1695], [0.2936, -0.3220, 0.1759], [0.0265, -0.0593, 0.0190], [0.2894, 0.0424, -0.0787], [-0.5628, -0.5495, 0.8293], [0.2170, 0.1170, -0.1652], [1.2274, 0.3271, 0.4727], [-0.3483, -0.2465, -0.1721], [0.0005, 0.2905, 0.1082], [0.1316, -0.1514, -0.3039], [-0.7241, 0.1963, -0.0169], [-0.3362, 0.0792, -0.6023], [0.0363, -0.0366, -0.0097]], "lowdin_charge": [-0.032, 0.006, -0.611, 0.114, 0.001, -0.030, 0.095, 0.067, 0.098, 0.096, 0.093, 0.096, -0.026, -0.493, 0.066, -0.025, 0.084, 0.087, 0.082, 0.085, 0.080, 0.070], "e_above_lowest_kcal_mol": 21.7, "total_charge": 0, "homo_energy_ev": -9.751, "lumo_energy_ev": 0.779, "homo_lumo_gap_ha": 0.387, "smiles": "COC(=O)OC.CC(C)=O"}